C6H11N | the ωB97M-V functional and the def2-TZVPD basis

```
18
Properties=species:S:1:pos:R:3
N -1.3968 -1.2019 -1.8963
C -0.6367 0.5564 -0.3587
C 0.4645 0.8304 0.5421
C -0.4828 -0.2204 -1.4835
C 2.6348 -0.6249 1.0324
C 1.1935 -0.1681 1.1468
C -1.9524 1.2131 0.0217
H 0.5649 1.8795 0.8424
H -1.1166 -2.1665 -1.8464
H 3.2600 0.2775 0.9766
H -2.4696 0.6735 0.8114
H -1.7729 2.1431 0.5445
H -2.2616 -1.0940 -1.3791
H 2.7153 -1.3432 0.2276
H -2.7576 1.3839 -0.6827
H 0.4528 -0.1381 -2.0590
H 0.5723 -0.9619 1.5695
H 2.9890 -1.0384 1.9906
```

Output
Relative energy (zero: lowest compared OMol25 entry of this formula, charge and spin) = 404.2 kJ/mol
LUMO level = 0.00675 Eh
Total energy = -7886.342 eV
Net charge = 0
2S+1 = 1
Gap between HOMO and LUMO = 0.2704 Ha

Results of the Löwdin charge analysis, in e, for atoms 1 through 8: number 1, N, carries 0.0324; number 2, C, carries -0.3198; number 3, C, carries -0.1381; number 4, C, carries -0.1301; number 5, C, carries -0.1042; number 6, C, carries -0.1340; number 7, C, carries -0.0788; number 8, H, carries 0.0985